# C29H53INO19

A 7-piece molecular cluster, C29H53INO19 overall at a distorted geometry (ωB97M-V with the def2-TZVPD basis set, OMol25).

Output
Maximum force (hartree/bohr): 0.051
HOMO energy (spin up / spin down) (eV): -9.144 / -9.614
2S+1: 2
Net charge: 0
LUMO energy (spin up / spin down) (hartree): -0.00422 / -0.01725

```
103
Properties=species:S:1:pos:R:3:forces:R:3:mulliken_spin:R:1
C -6.019883 -2.225665 2.946876 -0.08 0.07 -0.54 -0.01
C -5.358533 -2.901656 2.200465 -0.31 -0.15 -0.67 0.00
C -4.679210 -3.670164 1.126673 0.17 0.34 0.68 -0.02
I -5.875540 -5.470209 0.698556 0.06 0.12 0.12 0.00
C -4.661365 -2.836475 -0.221001 0.24 -0.48 0.85 0.06
C -3.245745 -2.748172 -0.829922 -0.42 1.02 -2.39 0.01
C -2.796312 -4.046880 -1.564108 -0.83 0.21 0.93 0.01
C -3.317341 -1.651205 -1.946706 -0.10 -0.58 -0.05 0.00
N -2.296040 -2.262401 0.189636 -1.78 -0.27 1.84 0.26
O -2.712079 -1.145378 0.707349 0.40 0.03 -0.86 0.60
C -2.063427 -3.238933 1.292336 1.85 -0.57 1.75 0.03
C -0.785815 -4.114663 1.008720 -0.82 0.60 -0.62 0.03
C -1.726355 -2.463817 2.611008 -0.22 -0.31 0.11 0.00
C -3.282831 -4.165630 1.626973 0.41 -0.38 -0.84 0.03
H -6.714502 -1.555074 3.418735 0.44 -0.32 0.18 0.00
H -5.042054 -1.832704 0.026017 0.34 -0.31 -0.24 0.00
H -5.351567 -3.295863 -0.939499 0.31 0.23 0.12 0.00
H -3.377710 -4.085812 -2.499234 0.33 -0.11 0.32 0.00
H -3.109070 -4.903835 -0.944285 0.50 0.01 -0.47 0.00
H -1.721803 -4.055405 -1.788924 -0.34 -0.02 0.13 -0.01
H -2.374468 -1.703985 -2.515014 -0.24 0.48 0.24 0.00
H -3.546936 -0.656773 -1.545467 0.41 -0.28 -0.09 0.00
H -4.119087 -1.899407 -2.667083 0.28 -0.04 0.40 0.00
H -0.347261 -4.437096 1.960612 -0.19 -0.20 -0.42 0.00
H -0.050234 -3.480848 0.486189 -0.17 -0.33 0.23 -0.02
H -1.059671 -4.960066 0.358151 0.43 0.15 0.32 0.00
H -0.963312 -1.687224 2.464692 -0.43 -0.09 -0.02 0.00
H -1.310888 -3.178058 3.346795 -0.20 0.13 -0.46 0.00
H -2.646023 -2.076822 3.079561 0.48 0.28 -0.34 0.00
H -3.071503 -5.155234 1.185709 -0.20 0.44 0.10 0.00
H -3.257684 -4.325540 2.717201 -0.40 0.11 -0.42 0.00
C 2.708546 1.961580 -1.642146 0.36 0.02 -0.16 0.00
O 1.646803 2.407276 -0.795296 -0.12 -0.03 -0.06 0.00
C 0.533154 1.678924 -0.871865 0.03 0.07 0.33 0.00
O 0.363210 0.712754 -1.575124 0.60 -0.10 1.06 0.00
O -0.366537 2.198311 -0.041347 0.07 0.09 -0.13 0.00
C -1.614289 1.491779 -0.033373 -0.28 -0.12 0.12 0.02
H 3.548401 2.633733 -1.483311 -0.15 0.08 0.18 0.00
H 3.013611 0.949954 -1.376064 -0.11 -0.01 -0.07 0.00
H 2.412076 2.010044 -2.689934 -0.06 -0.12 0.05 0.00
H -1.472621 0.465252 0.297022 0.04 0.16 -0.17 -0.01
H -2.075951 1.517410 -1.020744 0.10 -0.09 -0.01 0.00
H -2.273247 1.994871 0.670346 0.21 0.14 0.04 0.00
C -4.339053 -7.321448 7.695574 0.21 -0.09 0.21 0.00
O -5.556384 -7.233901 6.956133 -0.03 0.02 -0.03 0.00
C -5.552485 -6.296552 6.004017 -0.13 -0.06 -0.03 0.00
O -4.636426 -5.559853 5.743091 0.00 -0.04 0.02 0.00
O -6.737430 -6.320622 5.394459 0.02 -0.05 0.10 0.00
C -6.872489 -5.358998 4.344845 -0.13 0.21 -0.15 0.00
H -4.465642 -8.111455 8.432063 -0.20 -0.01 -0.10 0.00
H -3.508364 -7.581895 7.040398 -0.01 0.15 -0.01 0.00
H -4.136234 -6.385718 8.215535 0.06 0.02 -0.13 0.00
H -6.141164 -5.541309 3.559991 0.04 0.09 0.19 0.00
H -6.771158 -4.347144 4.734386 0.16 -0.05 -0.01 0.00
H -7.868915 -5.471574 3.923191 0.00 -0.19 0.15 0.00
C 1.325479 -2.880327 -2.243996 -0.23 0.27 -0.05 -0.01
O 2.101269 -3.966931 -1.736139 0.00 -0.07 0.03 0.00
C 3.073011 -4.376153 -2.555102 -0.03 -0.04 0.11 0.00
O 3.326445 -3.915346 -3.636714 -0.01 -0.02 0.04 0.00
O 3.714513 -5.386868 -1.963216 -0.06 0.04 0.03 0.00
C 4.788519 -5.928178 -2.732247 0.25 -0.18 -0.09 0.00
H 0.572948 -2.636252 -1.497059 0.12 -0.13 0.10 0.01
H 1.951033 -2.003452 -2.405569 -0.02 -0.05 -0.12 0.00
H 0.819691 -3.166232 -3.166471 0.15 0.04 -0.06 0.00
H 5.551144 -5.171710 -2.913995 -0.10 0.02 -0.11 0.00
H 4.421134 -6.334048 -3.674159 0.02 0.14 -0.03 0.00
H 5.226803 -6.735111 -2.149818 -0.16 0.07 0.14 0.00
C 2.086796 5.419519 0.690559 -0.35 -0.10 -0.16 0.00
O 3.104757 6.003778 1.506911 0.12 0.05 0.04 0.00
C 4.241402 5.306364 1.539640 -0.08 0.09 0.01 0.00
O 4.456829 4.274997 0.958802 0.02 0.03 0.03 0.00
O 5.101167 5.955178 2.330736 -0.05 -0.01 0.01 0.00
C 6.374194 5.320800 2.460088 0.34 -0.06 0.06 0.00
H 1.216111 6.069391 0.738355 0.16 0.13 0.15 0.00
H 2.416378 5.353831 -0.345650 0.06 -0.13 0.06 0.00
H 1.809241 4.435859 1.065331 0.12 -0.03 -0.12 0.00
H 6.870730 5.254705 1.492624 -0.09 -0.10 0.00 0.00
H 6.267976 4.332322 2.905614 -0.03 -0.02 -0.14 0.00
H 6.976262 5.940075 3.121115 -0.19 0.12 0.00 0.00
C 9.453755 9.718080 -0.490478 0.27 -0.01 -0.14 0.00
O 8.402718 10.173427 0.360805 -0.04 0.00 0.02 0.00
C 7.284858 9.445118 0.288050 -0.04 0.10 0.11 0.00
O 7.115886 8.480241 -0.411614 0.04 0.02 0.03 0.00
O 6.391990 9.972764 1.125424 0.09 0.05 -0.04 0.00
C 5.136774 9.288398 1.149815 -0.35 -0.16 0.07 0.00
H 10.299966 10.384791 -0.342272 -0.15 0.09 0.14 0.00
H 9.753787 8.705117 -0.223974 -0.11 -0.02 -0.09 0.00
H 9.149648 9.763471 -1.535660 -0.05 -0.13 0.05 0.00
H 5.265548 8.258800 1.479764 0.00 0.02 -0.13 0.00
H 4.661810 9.320149 0.169555 0.11 -0.10 -0.02 0.00
H 4.496428 9.803614 1.861729 0.21 0.14 0.03 0.00
C -0.329068 1.272280 -3.990225 -0.09 -0.42 -0.23 0.00
O -1.546058 1.369107 -4.743946 0.00 0.13 -0.18 0.00
C -1.516226 2.270683 -5.724906 -0.07 -0.14 0.10 0.00
O -0.584577 2.977294 -6.010165 -0.06 0.00 -0.02 0.00
O -2.704165 2.256086 -6.339741 0.01 -0.02 0.03 0.00
C -2.814134 3.181362 -7.420327 -0.12 0.15 -0.23 0.00
H -0.469804 0.511062 -3.226216 -0.39 0.26 -0.66 0.00
H 0.496400 0.968611 -4.636168 0.00 0.20 -0.05 0.00
H -0.105537 2.219904 -3.502981 -0.01 0.04 -0.15 0.00
H -2.085889 2.953472 -8.198016 0.07 0.09 0.09 0.00
H -2.686987 4.203932 -7.066293 0.14 -0.04 -0.03 0.00
H -3.814114 3.075603 -7.834657 -0.01 -0.15 0.16 0.00
```
Positions in Å, forces in eV/Å.